The following is a quantum chemistry calculation of a structure of composition C43H45F6GeN4O2SbW, from OMol25.

- Spin multiplicity: 4
- Energy relative to the best compared isomer or geometry (same formula, charge and spin): 0.0 kJ/mol
- Gap between HOMO and LUMO (alpha / beta): 6.543 / 5.091 eV
- Net charge: +1
- E: -5018.4840 a.u.

Cartesian coordinates (Å):
W: 0.0415 0.3323 -0.3914
C: -1.9820 3.0010 2.5445
C: -0.4549 2.9278 2.6258
C: 0.3278 3.0916 1.3030
N: 1.0126 1.8673 0.8653
C: 2.1463 1.5354 1.3896
C: 2.7172 2.2814 2.4920
C: 3.9651 2.2725 3.0279
C: 5.1028 1.5405 2.6396
C: 5.1743 0.5427 1.6735
C: 4.1631 -0.0156 0.9312
C: 2.7640 0.2854 0.8463
N: 1.9522 -0.4869 0.1773
C: 2.4101 -1.7500 -0.4163
C: 1.2976 -2.7415 -0.7368
C: 0.2827 -2.3269 -1.8037
N: -0.6991 -1.3981 -1.2473
C: -1.9877 -1.7024 -1.0691
C: -2.6122 -2.8017 -1.6926
C: -3.8649 -3.3452 -1.5237
C: -4.8999 -2.9606 -0.6768
C: -4.9175 -1.8469 0.1251
C: -3.9634 -0.8415 0.2718
C: -2.6928 -0.6966 -0.2720
N: -1.9497 0.4138 -0.0398
C: -2.5955 1.6326 0.4414
C: -2.6818 1.7690 1.9732
H: -2.2825 3.8970 1.9906
H: -2.3407 3.1450 3.5653
H: -0.1683 1.9857 3.1024
H: -0.1243 3.7224 3.2990
H: 1.0671 3.8894 1.3911
H: -0.3302 3.3890 0.4886
H: 2.0199 2.9448 2.9818
H: 4.1110 2.9449 3.8646
H: 6.0208 1.7724 3.1642
H: 6.1555 0.1149 1.5088
H: 4.4776 -0.8166 0.2795
H: 3.0855 -2.2436 0.2799
H: 2.9603 -1.5016 -1.3314
H: 0.7700 -3.0169 0.1789
H: 1.8036 -3.6439 -1.0875
H: -0.1871 -3.2294 -2.1837
H: 0.7870 -1.8460 -2.6477
H: -2.0045 -3.3127 -2.4248
H: -4.0631 -4.2179 -2.1356
H: -5.7791 -3.5912 -0.6648
H: -5.8115 -1.7067 0.7217
H: -4.2547 -0.0542 0.9539
H: -3.5882 1.7031 -0.0098
H: -2.0378 2.4665 0.0133
H: -2.2700 0.8731 2.4402
H: -3.7324 1.8098 2.2695
F: -0.2071 -0.6216 1.5687
Sb: 0.2396 -1.5568 3.2855
F: -0.8340 -2.9457 2.6224
F: -1.2456 -0.6420 3.9680
F: 0.6783 -2.3862 4.8895
F: 1.3099 -0.0332 3.6306
F: 1.7150 -2.2977 2.3629
O: 1.4421 0.8302 -1.9470
C: 0.5713 1.5138 -2.5858
O: -0.5539 1.6003 -1.9904
C: 0.7926 2.0700 -3.9423
C: 0.4291 0.9903 -4.9778
Ge: 0.6071 1.6999 -6.8135
C: 2.4112 2.4170 -6.9726
C: 3.4821 1.5715 -7.2675
C: 4.7804 2.0600 -7.3155
C: 5.0263 3.4034 -7.0673
C: 3.9728 4.2557 -6.7706
C: 2.6744 3.7638 -6.7231
C: -0.7008 3.1296 -7.0122
C: -0.5683 4.0949 -8.0094
C: -1.5243 5.0884 -8.1683
C: -2.6293 5.1306 -7.3302
C: -2.7775 4.1759 -6.3346
C: -1.8196 3.1829 -6.1804
C: 0.3536 0.2491 -8.0852
C: -0.4646 -0.8366 -7.7758
C: -0.6771 -1.8539 -8.6958
C: -0.0725 -1.7958 -9.9433
C: 0.7429 -0.7207 -10.2668
C: 0.9538 0.2937 -9.3432
H: 1.8337 2.3778 -4.0468
H: 0.1471 2.9415 -4.0600
H: -0.5888 0.6336 -4.8008
H: 1.0970 0.1308 -4.8816
H: 3.3032 0.5220 -7.4759
H: 5.5988 1.3929 -7.5544
H: 6.0374 3.7870 -7.1125
H: 4.1604 5.3053 -6.5832
H: 1.8593 4.4438 -6.4999
H: 0.2899 4.0783 -8.6726
H: -1.4081 5.8304 -8.9477
H: -3.3749 5.9049 -7.4551
H: -3.6407 4.2009 -5.6817
H: -1.9581 2.4414 -5.4001
H: -0.9513 -0.8956 -6.8075
H: -1.3172 -2.6892 -8.4423
H: -0.2381 -2.5869 -10.6629
H: 1.2147 -0.6709 -11.2396
H: 1.5965 1.1259 -9.6089

***

The following is a quantum chemistry calculation of a structure of composition C43H45InN6OPSe, from OMol25.

- Energy relative to the best compared isomer or geometry (same formula, charge and spin): 510.8 kJ/mol
- Gap between HOMO and LUMO (alpha / beta): 5.735 / 5.442 eV
- Net charge: +1
- E: -5002.0296 a.u.

Cartesian coordinates (Å):
In: -1.4973 3.2925 -0.0929
C: 0.0461 -10.1209 -1.7921
O: -0.3323 -9.4421 -0.6017
C: -0.2450 -8.0976 -0.5921
C: -0.6048 -7.4755 0.6041
C: -0.5469 -6.1037 0.7082
C: -0.1326 -5.3185 -0.3701
C: 0.2197 -5.9488 -1.5565
C: 0.1666 -7.3287 -1.6776
C: -0.0600 -3.8566 -0.2882
N: 0.3161 -3.0520 -1.2496
C: 0.1807 -1.7716 -0.7582
C: -0.2798 -1.8105 0.5448
N: -0.4111 -3.1490 0.8285
C: -0.5587 -0.7621 1.5110
C: -0.5144 -0.9663 2.8858
C: -0.8808 0.0569 3.7450
C: -1.2460 1.2798 3.2138
N: -1.2392 1.5116 1.8969
C: -0.9272 0.5179 1.0869
C: 0.3926 0.7624 -0.9433
N: 0.4937 1.8485 -1.9040
C: 1.1376 1.6333 -2.9975
C: 1.6332 0.3633 -3.4264
C: 1.2583 -0.7591 -2.7188
C: 0.5749 -0.6239 -1.5245
H: -0.0682 -11.1789 -1.5823
H: 1.0861 -9.9106 -2.0488
H: -0.6035 -9.8430 -2.6245
H: -0.9266 -8.0914 1.4335
H: -0.8380 -5.6542 1.6512
H: 0.5355 -5.3440 -2.3965
H: 0.4426 -7.7903 -2.6150
H: -0.8221 -3.5356 1.6601
H: -0.2032 -1.9234 3.2888
H: -0.8858 -0.0894 4.8164
H: -1.5536 2.0966 3.8519
H: 1.2483 2.4785 -3.6699
H: 2.1863 0.2944 -4.3525
H: 1.4759 -1.7569 -3.0794
C: 1.4013 6.4539 -0.4572
C: 2.0334 5.0564 -0.3910
C: 2.4319 4.5842 -1.7795
P: 0.9337 3.9174 0.5627
C: 0.8577 4.8599 2.1629
C: 2.1511 5.4116 2.7711
C: 0.0316 4.2052 3.2602
C: 1.8455 2.3258 0.7142
C: 2.9786 2.4312 1.5228
C: 3.8695 1.3919 1.7528
C: 5.0715 1.5679 2.6376
C: 3.6072 0.1976 1.1075
C: 2.4914 0.0559 0.2997
C: 1.5608 1.0762 0.0894
N: -1.0199 0.8363 -0.3143
C: -2.1505 0.0988 -0.9773
C: -3.1582 -0.5363 -0.2049
C: -3.6339 -0.1599 1.1919
C: -3.9370 -1.5123 -0.8165
C: -3.8481 -1.8267 -2.1629
C: -4.6751 -2.9195 -2.7802
C: -3.0701 -0.9799 -2.9239
C: -2.2654 0.0190 -2.3758
C: -1.7458 1.0149 -3.3880
H: 1.9509 7.0629 -1.1766
H: 1.4258 6.9747 0.4995
H: 0.3601 6.4095 -0.7858
H: 2.9411 5.0927 0.2168
H: 1.5847 4.6453 -2.4636
H: 2.8182 3.5671 -1.7768
H: 3.2154 5.2422 -2.1608
H: 0.2788 5.7116 1.7951
H: 2.6627 4.6619 3.3760
H: 1.8853 6.2291 3.4445
H: 2.8555 5.8132 2.0425
H: 0.5882 3.3790 3.7070
H: -0.9304 3.8394 2.9083
H: -0.1689 4.9386 4.0436
H: 3.1954 3.3847 1.9852
H: 5.1508 2.5911 3.0034
H: 5.9900 1.3282 2.0998
H: 5.0176 0.9031 3.5018
H: 4.2852 -0.6417 1.2191
H: 2.3649 -0.8987 -0.1843
H: -3.5976 0.9139 1.3574
H: -3.1087 -0.6464 2.0122
H: -4.6803 -0.4514 1.2682
H: -4.6801 -2.0160 -0.2058
H: -4.9063 -3.6975 -2.0533
H: -4.1516 -3.3799 -3.6176
H: -5.6215 -2.5268 -3.1573
H: -3.1027 -1.0571 -4.0068
H: -2.5206 1.1369 -4.1446
H: -0.8456 0.6821 -3.9002
H: -1.5593 1.9950 -2.9602
Se: -3.6736 6.0632 3.1494
C: -2.7410 5.5367 1.7558
N: -2.0607 5.2128 0.8426